Record 1
Density functional theory data (wB97M-V/def2-TZVPD) for a 2-piece molecular cluster, C6H12O overall.

Output
2S+1	1
SMILES string	CCC(C)=O.C=C
maximum force	0.47	eV/A
LUMO energy	0.9458	eV

The geometry in XYZ format:
```
19
Properties=species:S:1:pos:R:3:nbo_charge:R:1
C 1.08 1.35 -0.78 -0.619
C 1.03 -0.18 -0.74 -0.523
C -0.32 -0.86 -0.85 0.623
C -1.42 -0.12 -1.58 -0.731
O -0.49 -1.98 -0.43 -0.558
H 1.93 1.73 -0.19 0.221
H 1.20 1.72 -1.80 0.210
H 0.18 1.82 -0.36 0.209
H 1.53 -0.59 0.14 0.239
H 1.56 -0.59 -1.60 0.234
H -1.89 0.61 -0.90 0.236
H -1.04 0.44 -2.44 0.223
H -2.18 -0.84 -1.89 0.239
C 0.09 0.18 2.25 -0.428
C -0.48 -1.02 2.24 -0.356
H -0.48 1.09 2.07 0.190
H 1.16 0.30 2.42 0.192
H -1.54 -1.14 2.04 0.197
H 0.09 -1.93 2.38 0.202
```

Record 2
Density functional theory data (wB97M-V/def2-TZVPD) for C3H3N5 as an isolated structure at a distorted geometry.

Output
2S+1	1
maximum force	6.62	eV/A
LUMO energy	-1.2444	eV

The geometry in XYZ format:
```
11
Properties=species:S:1:pos:R:3:nbo_charge:R:1
C -0.91 -0.40 -0.36 0.251
C -0.56 1.04 -0.61 0.088
C 1.50 -0.63 0.48 0.152
H -2.00 0.32 1.02 0.339
H -1.56 2.04 -0.57 0.209
H 2.25 -0.74 1.17 0.229
N -1.62 -0.66 0.73 -0.556
N 0.61 1.37 -0.52 -0.283
N 1.47 0.63 0.17 -0.217
N 1.01 -1.50 -0.51 -0.117
N -0.19 -1.47 -1.00 -0.095
```